Record 1
The following is a DFT calculation (ωB97M-V with the def2-TZVPD basis set) of 2 unconnected molecules or ions with the total composition CH3FNO2S at a distorted geometry.

Bonds (Å) are listed after each position.
Cartesian coordinates (Å):
1 C 1.324 0.972 0.700  F5 1.411, S6 1.808, H7 1.108
2 N -1.483 -0.419 -0.161  H8 1.017, H9 1.019
3 O -0.185 -0.310 2.717  S6 1.451
4 O 1.047 -1.687 1.055  S6 1.461
5 F 1.072 2.046 1.580  C1 1.411
6 S 0.404 -0.421 1.396  C1 1.808, O3 1.451, O4 1.461
7 H 2.364 0.657 0.916  C1 1.108
8 H -1.283 0.533 -0.459  N2 1.017
9 H -0.997 -1.013 -0.831  N2 1.019

Properties
HOMO-LUMO gap (alpha / beta): 6.4 / 5.6 eV
HOMO level (alpha / beta): -2.13 / -3.35 eV
Net charge: -1
2S+1: 3
Energy relative to the best compared isomer or geometry (same formula, charge and spin): 26.4 kcal per mole
LUMO energy (alpha / beta): 4.3095 / 2.2636 eV
Molecular weight: 112.11 g/mol

=====

Record 2
The following is a DFT calculation (ωB97M-V with the def2-TZVPD basis set) of C20H23BrN2O4 in the gas phase.

Bonds (Å) are listed after each position.
Cartesian coordinates (Å):
1 C 3.085 1.768 1.838  O2 1.410, H28 1.090, H29 1.093, H30 1.092
2 O 2.833 1.556 0.467  C1 1.410, C3 1.366
3 C 1.554 1.624 -0.011  O2 1.366, C4 1.391, C25 1.404
4 C 1.448 1.929 -1.364  C3 1.391, C5 1.379, H31 1.078
5 C 0.224 2.032 -1.990  C4 1.379, C6 1.388, H32 1.080
6 C -0.948 1.875 -1.264  C5 1.388, C7 1.508, C24 1.386
7 C -2.279 2.071 -1.947  C6 1.508, C8 1.531, H33 1.094, H34 1.093
8 C -3.463 1.348 -1.300  C7 1.531, N9 1.445, H35 1.096, H36 1.091
9 N -3.254 -0.079 -1.208  C8 1.445, C10 1.347, H37 1.008
10 C -3.187 -0.754 -0.044  N9 1.347, O11 1.218, C12 1.518
11 O -3.296 -0.216 1.044  C10 1.218
12 C -2.984 -2.250 -0.197  C10 1.518, C13 1.532, H38 1.092, H39 1.089
13 C -1.991 -2.771 0.847  C12 1.532, N14 1.449, H40 1.090, H41 1.095
14 N -0.666 -2.207 0.682  C13 1.449, C15 1.353, H42 1.006
15 C 0.068 -2.414 -0.435  N14 1.353, O16 1.218, C17 1.492
16 O -0.343 -3.042 -1.394  C15 1.218
17 C 1.448 -1.848 -0.388  C15 1.492, C18 1.392, C23 1.390
18 C 2.202 -1.865 0.781  C17 1.392, C19 1.381, H43 1.080
19 C 3.505 -1.404 0.777  C18 1.381, C20 1.384, H44 1.079
20 C 4.040 -0.908 -0.399  C19 1.384, Br21 1.896, C22 1.383
21 Br 5.812 -0.234 -0.392  C20 1.896
22 C 3.313 -0.895 -1.576  C20 1.383, C23 1.381, H45 1.079
23 C 2.018 -1.377 -1.566  C17 1.390, C22 1.381, H46 1.079
24 C -0.850 1.565 0.083  C6 1.386, C25 1.389, H47 1.075
25 C 0.375 1.388 0.713  C3 1.404, C24 1.389, O26 1.376
26 O 0.474 0.956 2.016  C25 1.376, C27 1.413
27 C -0.678 1.007 2.832  O26 1.413, H48 1.094, H49 1.089, H50 1.094
28 H 4.167 1.883 1.916  C1 1.090
29 H 2.599 2.679 2.197  C1 1.093
30 H 2.759 0.924 2.448  C1 1.092
31 H 2.365 2.091 -1.909  C4 1.078
32 H 0.182 2.263 -3.044  C5 1.080
33 H -2.512 3.140 -1.966  C7 1.094
34 H -2.186 1.743 -2.986  C7 1.093
35 H -4.362 1.539 -1.897  C8 1.096
36 H -3.644 1.709 -0.287  C8 1.091
37 H -3.086 -0.572 -2.071  N9 1.008
38 H -3.947 -2.741 -0.037  C12 1.092
39 H -2.619 -2.501 -1.191  C12 1.089
40 H -2.345 -2.521 1.848  C13 1.090
41 H -1.915 -3.858 0.744  C13 1.095
42 H -0.349 -1.527 1.353  N14 1.006
43 H 1.785 -2.262 1.695  C18 1.080
44 H 4.098 -1.423 1.678  C19 1.079
45 H 3.753 -0.514 -2.484  C22 1.079
46 H 1.432 -1.390 -2.471  C23 1.079
47 H -1.747 1.430 0.660  C24 1.075
48 H -1.063 2.028 2.908  C27 1.094
49 H -0.348 0.673 3.816  C27 1.089
50 H -1.478 0.352 2.474  C27 1.094

Properties
HOMO-LUMO gap: 8.7 eV
HOMO level: -8.02 eV
Net charge: 0
Energy relative to the best compared isomer or geometry (same formula, charge and spin): 15.4 kcal per mole
LUMO energy: 0.6945 eV
Molecular weight: 435.32 g/mol
Structure (SMILES): COc1ccc(CCNC(=O)CCNC(=O)c2ccc(Br)cc2)cc1OC

=====

Record 3
The following is a DFT calculation (ωB97M-V with the def2-TZVPD basis set) of C3H4N2O in the gas phase at a distorted geometry.

Bonds (Å) are listed after each position.
Cartesian coordinates (Å):
1 H -0.908 1.123 2.379  N2 1.013
2 N -0.774 0.660 1.488  H1 1.013, C3 1.266
3 C 0.384 0.905 1.041  N2 1.266, O4 1.349, H8 1.094
4 O 0.809 0.385 -0.130  C3 1.349, C5 1.433
5 C -0.204 -0.428 -0.736  O4 1.433, C6 1.454, H9 1.104, H10 1.080
6 C 0.370 -1.223 -1.810  C5 1.454, N7 1.157
7 N 0.795 -1.940 -2.613  C6 1.157
8 H 1.160 1.523 1.501  C3 1.094
9 H -1.056 0.218 -1.012  C5 1.104
10 H -0.576 -1.223 -0.107  C5 1.080

Properties
HOMO-LUMO gap: 11.8 eV
HOMO level: -11.09 eV
Net charge: 0
Energy relative to the best compared isomer or geometry (same formula, charge and spin): 36.4 kcal per mole
LUMO energy: 0.7500 eV
Molecular weight: 84.08 g/mol
Structure (SMILES): [H]/N=C/OCC#N

=====

Record 4
The following is a DFT calculation (ωB97M-V with the def2-TZVPD basis set) of a gas-phase ion, C9H14N2O (charge +2) at a distorted geometry.

Bonds (Å) are listed after each position.
Cartesian coordinates (Å):
1 C 0.072 0.477 0.442  C4 1.384, C5 1.481, N10 1.368
2 C -0.266 2.119 2.292  C5 1.409, C6 1.466, H15 1.025
3 C -1.939 0.858 -0.622  C4 1.545, O12 1.398, H13 1.118, H14 1.132
4 C -0.594 0.103 -0.712  C1 1.384, C3 1.545, N11 1.317
5 C -0.727 1.539 1.093  C1 1.481, C2 1.409, O12 1.312
6 C 0.951 1.315 2.435  C2 1.466, N10 1.483, H16 1.233, H17 1.057
7 C 2.324 -0.385 1.272  N10 1.424, H18 1.065, H19 1.030, H20 1.089
8 C 0.473 -1.964 -1.310  N11 1.415, H21 1.090, H22 1.169, H23 1.154
9 C -1.357 -0.905 -2.687  N11 1.485, H24 1.100, H25 1.096, H26 1.105
10 N 1.181 0.464 1.243  C1 1.368, C6 1.483, C7 1.424
11 N -0.365 -0.857 -1.584  C4 1.317, C8 1.415, C9 1.485
12 O -1.855 1.747 0.454  C3 1.398, C5 1.312
13 H -2.314 1.292 -1.582  C3 1.118
14 H -2.690 0.064 -0.329  C3 1.132
15 H -0.713 2.901 2.781  C2 1.025
16 H 0.774 0.589 3.416  C6 1.233
17 H 1.866 1.786 2.678  C6 1.057
18 H 2.872 -0.013 0.439  C7 1.065
19 H 2.760 -0.367 2.205  C7 1.030
20 H 2.273 -1.426 0.956  C7 1.089
21 H 1.416 -1.875 -1.848  C8 1.090
22 H 0.741 -1.890 -0.175  C8 1.169
23 H -0.064 -2.828 -1.857  C8 1.154
24 H -1.267 -1.750 -3.385  C9 1.100
25 H -2.352 -0.929 -2.226  C9 1.096
26 H -1.201 -0.066 -3.389  C9 1.105

Properties
HOMO-LUMO gap (alpha / beta): 6.4 / 6.6 eV
HOMO level (alpha / beta): -17.12 / -17.29 eV
Net charge: +2
Energy relative to the best compared isomer or geometry (same formula, charge and spin): 19.0 kcal per mole
LUMO energy (alpha / beta): -10.7526 / -10.6701 eV
Molecular weight: 166.22 g/mol

=====

Record 5
The following is a DFT calculation (ωB97M-V with the def2-TZVPD basis set) of 3 unconnected molecules or ions with the total composition C25H32FN5O7S3 at a distorted geometry.

Bonds (Å) are listed after each position.
Cartesian coordinates (Å):
1 H 4.821 -2.821 2.577  N2 1.031
2 N 4.131 -2.628 3.318  H1 1.031, C3 1.278
3 C 3.726 -1.423 3.190  N2 1.278, C4 1.601, H31 1.129
4 C 4.228 -0.433 2.036  C3 1.601, C5 1.565, H32 1.119, H33 1.132
5 C 3.960 -1.130 0.661  C4 1.565, C6 1.543, C27 1.472
6 C 2.483 -1.320 0.256  C5 1.543, C7 1.581, C18 1.450
7 C 1.299 -0.793 1.161  C6 1.581, C8 1.599, H34 1.125, H35 1.126
8 C 0.554 0.373 0.359  C7 1.599, C9 1.575, H36 1.120, H37 1.130
9 C -0.516 1.138 1.226  C8 1.575, S10 1.857, H38 1.128, H39 1.135
10 S -2.087 0.174 1.451  C9 1.857, C11 1.812
11 C -3.012 0.175 -0.107  S10 1.812, S12 1.649, N13 1.454
12 S -2.888 1.310 -1.297  C11 1.649
13 N -3.969 -0.901 -0.313  C11 1.454, C14 1.399, C17 1.416
14 C -3.882 -2.049 -1.106  N13 1.399, C15 1.471, H40 1.114
15 C -5.085 -2.889 -0.986  C14 1.471, N16 1.432, H41 1.112
16 N -5.903 -2.155 -0.070  C15 1.432, C17 1.357
17 C -5.250 -1.017 0.279  N13 1.416, N16 1.357, H42 1.113
18 C 2.148 -1.997 -0.982  C6 1.450, C19 1.560, C22 1.519
19 C 0.712 -2.301 -1.509  C18 1.560, C20 1.576, H43 1.135, H44 1.134
20 C -0.240 -2.979 -0.451  C19 1.576, O21 1.212, H45 1.130
21 O 0.172 -3.837 0.298  C20 1.212
22 C 3.294 -2.475 -1.858  C18 1.519, N23 1.363, C26 1.528
23 N 3.145 -3.120 -3.049  C22 1.363, S24 1.665
24 S 4.647 -3.468 -3.676  N23 1.665, N25 1.680
25 N 5.562 -2.806 -2.432  S24 1.680, C26 1.367
26 C 4.757 -2.270 -1.465  C22 1.528, N25 1.367, C27 1.503
27 C 5.088 -1.570 -0.177  C5 1.472, C26 1.503, C28 1.567
28 C 6.575 -1.337 0.256  C27 1.567, C29 1.578, H46 1.132, H47 1.123
29 C 7.603 -1.190 -0.932  C28 1.578, F30 1.423, H48 1.121, H49 1.128
30 F 8.328 -2.387 -1.190  C29 1.423
31 H 2.943 -1.047 3.911  C3 1.129
32 H 5.306 -0.236 2.261  C4 1.119
33 H 3.618 0.520 2.037  C4 1.132
34 H 0.603 -1.617 1.480  C7 1.125
35 H 1.668 -0.308 2.108  C7 1.126
36 H 0.050 0.019 -0.576  C8 1.120
37 H 1.346 1.117 0.044  C8 1.130
38 H -0.130 1.521 2.214  C9 1.128
39 H -0.822 2.065 0.648  C9 1.135
40 H -3.015 -2.332 -1.745  C14 1.114
41 H -5.304 -3.858 -1.485  C15 1.112
42 H -5.788 -0.332 0.971  C17 1.113
43 H 0.810 -3.047 -2.359  C19 1.135
44 H 0.244 -1.387 -1.989  C19 1.134
45 H -1.315 -2.640 -0.376  C20 1.130
46 H 6.619 -0.364 0.833  C28 1.132
47 H 6.911 -2.167 0.934  C28 1.123
48 H 8.356 -0.412 -0.640  C29 1.121
49 H 7.027 -0.885 -1.853  C29 1.128
50 C -2.866 0.876 4.797  O51 1.427, H56 1.089, H57 1.091, H58 1.091
51 O -2.999 2.104 5.511  C50 1.427, C52 1.338
52 C -1.846 2.755 5.695  O51 1.338, O53 1.206, O54 1.338
53 O -0.759 2.393 5.316  C52 1.206
54 O -2.107 3.879 6.372  C52 1.338, C55 1.427
55 C -0.958 4.682 6.642  O54 1.427, H59 1.091, H60 1.091, H61 1.089
56 H -3.858 0.435 4.704  C50 1.089
57 H -2.473 1.055 3.795  C50 1.091
58 H -2.228 0.179 5.343  C50 1.091
59 H -0.491 5.011 5.712  C55 1.091
60 H -0.243 4.136 7.259  C55 1.091
61 H -1.291 5.560 7.192  C55 1.089
62 C -3.440 4.166 -7.276  O63 1.427, H68 1.089, H69 1.091, H70 1.091
63 O -4.471 3.223 -6.987  C62 1.427, C64 1.339
64 C -4.285 2.537 -5.852  O63 1.339, O65 1.205, O66 1.338
65 O -3.353 2.657 -5.098  C64 1.205
66 O -5.315 1.696 -5.703  C64 1.338, C67 1.428
67 C -5.247 0.894 -4.524  O66 1.428, H71 1.091, H72 1.091, H73 1.089
68 H -3.697 4.659 -8.213  C62 1.089
69 H -3.378 4.922 -6.492  C62 1.091
70 H -2.480 3.662 -7.401  C62 1.091
71 H -5.257 1.520 -3.631  C67 1.091
72 H -4.359 0.260 -4.540  C67 1.091
73 H -6.128 0.254 -4.507  C67 1.089

Properties
HOMO-LUMO gap: 7.5 eV
HOMO level: -8.79 eV
Net charge: 0
LUMO energy: -1.3063 eV
Molecular weight: 629.76 g/mol
Structure (SMILES): [H]/N=C\Cc1c(CCCSC(=S)n2ccnc2)c(CC=O)c2nsnc2c1CCF.COC(=O)OC.COC(=O)OC

=====

Record 6
The following is a DFT calculation (ωB97M-V with the def2-TZVPD basis set) of a gas-phase ion, C5H13N2O2 (charge +1) at a distorted geometry.

Bonds (Å) are listed after each position.
Cartesian coordinates (Å):
1 C 0.014 -1.016 -1.423  C2 1.523, H10 1.181, H11 1.088, H12 1.089
2 C -0.300 0.226 -0.599  C1 1.523, C3 1.545, C4 1.569, H13 1.133
3 C 0.348 1.421 -1.333  C2 1.545, H14 1.068, H15 1.083, H16 1.079
4 C 0.083 0.157 0.921  C2 1.569, N5 1.486, O6 1.364, C7 1.566
5 N 1.421 -0.457 1.129  C4 1.486, H17 1.071, H18 1.005, H19 1.005
6 O 0.017 1.385 1.512  C4 1.364, H20 1.039
7 C -0.920 -0.829 1.611  C4 1.566, N8 1.275, O9 1.186
8 N -2.122 -0.414 1.716  C7 1.275, H21 1.034, H22 1.094
9 O -0.523 -1.869 2.020  C7 1.186
10 H 1.144 -0.980 -1.764  C1 1.181
11 H -0.219 -1.996 -1.012  C1 1.088
12 H -0.551 -0.957 -2.352  C1 1.089
13 H -1.418 0.379 -0.698  C2 1.133
14 H -0.142 1.699 -2.240  C3 1.068
15 H 0.375 2.249 -0.636  C3 1.083
16 H 1.375 1.259 -1.624  C3 1.079
17 H 1.470 -1.140 1.952  N5 1.071
18 H 1.733 -0.968 0.322  N5 1.005
19 H 2.146 0.210 1.325  N5 1.005
20 H -0.744 1.924 1.055  O6 1.039
21 H -2.440 0.566 1.634  N8 1.034
22 H -2.933 -1.029 2.116  N8 1.094

Properties
HOMO-LUMO gap: 10.9 eV
HOMO level: -14.14 eV
Net charge: +1
Energy relative to the best compared isomer or geometry (same formula, charge and spin): 17.6 kcal per mole
LUMO energy: -3.2811 eV
Molecular weight: 133.17 g/mol
Structure (SMILES): CC(C)[C@@]([NH3+])(O)C(N)=O